1.
Here is a 2-piece molecular cluster, C2H3Cl2N overall in a non-equilibrium geometry from the OMol25 dataset. Energies are from the ωB97M-V functional and the def2-TZVPD basis.

Its HOMO energy is -10.87 eV. As for the spin multiplicity: 1. The calculation puts the LUMO energy at 0.66 eV. As for the energy above the lowest of the compared OMol25 structures with the same formula, charge and spin: 1.351 eV. As for the gap between HOMO and LUMO: 11.53 eV.

CARTESIAN COORDINATES (ANGSTROEM)
C  -2.137  -0.637  -0.240
C  1.409  -0.054  -0.440
N  -2.345  0.155  0.546
Cl  0.318  1.104  0.304
Cl  1.359  -1.575  0.447
H  1.142  -0.392  -1.391
H  2.349  0.524  -0.436
H  -2.095  0.875  1.210


2.
Here is one molecule with the formula C2H3Cl2N2P in a non-equilibrium geometry from the OMol25 dataset. Energies are from the ωB97M-V functional and the def2-TZVPD basis.

Its HOMO energy (spin up / spin down) is -9.12 / -9.12 eV. As for the spin multiplicity: 1. The calculation puts the LUMO energy (spin up / spin down) at -1.47 / -1.47 eV. As for the energy above the lowest of the compared OMol25 structures with the same formula, charge and spin: 4.064 eV. As for the gap between HOMO and LUMO (spin up / spin down): 7.65 / 7.65 eV.

CARTESIAN COORDINATES (ANGSTROEM)
C  -0.075  0.082  1.041
C  0.834  -0.447  -0.045
N  -1.138  0.631  0.680
N  0.308  -0.875  -1.136
P  -1.842  0.690  -0.739
Cl  0.608  0.257  2.578
Cl  1.931  1.252  -0.397
H  1.631  -0.912  0.636
H  0.718  -0.451  -1.970
H  -2.975  -0.226  -0.649